Entry i
Formula: C4H7N3O2
Source: the Open Molecules 2025 dataset
Level of theory: ωB97M-V/def2-TZVPD

The geometry in ORCA input format:
```
! wB97M-V def2-TZVPD RIJCOSX def2/J DEFGRID3
* xyz 0 1
C 1.89 -0.86 -0.58
H 2.03 -1.95 -0.82
N 0.72 -0.30 -0.30
H 1.57 1.66 0.16
C -0.50 -0.95 -0.30
C 0.63 1.08 0.20
O 0.42 -3.02 -0.69
H -0.25 1.54 -0.36
H 2.87 -0.34 -0.58
H 0.20 1.03 1.22
C -3.40 -0.82 1.41
N -0.56 -2.28 -0.50
H -1.37 -0.42 0.00
O -1.74 -2.68 -0.41
H -3.03 -1.77 1.45
N -3.65 0.30 1.27
*
```

The HOMO energy (alpha / beta) is -0.31109 / -0.31108 hartree. The HOMO-LUMO gap (alpha / beta) is 8.106 / 8.104 eV.


Entry ii
Formula: C4H7N3O2
Source: the Open Molecules 2025 dataset
Level of theory: ωB97M-V/def2-TZVPD

The geometry in ORCA input format:
```
! wB97M-V def2-TZVPD RIJCOSX def2/J DEFGRID3
* xyz 0 1
O 0.86 -1.98 -0.14
C 0.51 -1.06 0.76
N 0.82 0.32 0.60
H 0.32 -1.40 1.84
H 0.00 1.14 2.29
H 1.13 1.68 -1.06
C -0.35 0.24 -1.59
C 0.86 0.66 -0.84
H -2.01 -2.69 -0.72
N -0.18 1.18 1.27
H 1.65 0.16 -1.30
O -1.44 -2.49 0.06
N -0.96 -0.86 -1.44
H -0.98 0.89 -2.34
C -0.48 -1.62 -0.29
H -1.09 0.66 1.04
*
```

The SMILES is NN1CC=N[C@@]2(O)O[C@@H]12. The HOMO energy is -0.31574 hartree. The HOMO-LUMO gap is 9.491 eV.


Most stable to least stable, the ends of the list are entry ii and entry i.


Entry i
Formula: C3H3FOS
Source: the Open Molecules 2025 dataset
Level of theory: ωB97M-V/def2-TZVPD

The geometry in ORCA input format:
```
! wB97M-V def2-TZVPD RIJCOSX def2/J DEFGRID3
* xyz 0 1
H 0.69 -2.42 -0.76
C -0.45 0.10 -0.05
O -0.66 -0.84 -1.04
C 0.93 -0.51 0.30
H 0.76 -1.00 1.29
C 0.68 -1.31 -0.88
F 2.06 0.21 0.28
S -1.44 1.22 0.67
H 1.34 -0.98 -1.70
*
```

The HOMO energy is -0.33963 hartree. The HOMO-LUMO gap is 9.027 eV.


Entry ii
Formula: C3H3FOS
Source: the Open Molecules 2025 dataset
Level of theory: ωB97M-V/def2-TZVPD

The geometry in ORCA input format:
```
! wB97M-V def2-TZVPD RIJCOSX def2/J DEFGRID3
* xyz 0 1
S 1.01 -1.17 -0.81
H -1.43 -0.11 0.45
H 1.46 0.31 1.10
O -0.80 0.16 -2.32
C -0.33 -0.02 -1.20
H 0.52 -1.06 1.62
F -0.69 1.78 0.08
C -0.50 0.42 0.26
C 0.75 -0.32 0.82
*
```

The HOMO energy is -0.36370 hartree. The HOMO-LUMO gap is 10.219 eV.


Entry iii
Formula: C3H3FOS
Source: the Open Molecules 2025 dataset
Level of theory: ωB97M-V/def2-TZVPD

The geometry in ORCA input format:
```
! wB97M-V def2-TZVPD RIJCOSX def2/J DEFGRID3
* xyz 0 1
H -0.06 1.44 -0.45
H 2.38 1.49 -0.64
S -0.43 -0.92 -0.08
H -2.89 -0.76 -0.36
C 1.77 0.70 -0.21
F 2.59 -0.24 0.33
C 0.49 0.54 -0.20
C -2.03 -0.14 -0.02
O -2.16 1.00 0.30
*
```

The SMILES is O=CS/C=C\F. The HOMO energy is -0.33706 hartree. The HOMO-LUMO gap is 9.834 eV.


Entry iv
Formula: C3H3FOS
Source: the Open Molecules 2025 dataset
Level of theory: ωB97M-V/def2-TZVPD

The geometry in ORCA input format:
```
! wB97M-V def2-TZVPD RIJCOSX def2/J DEFGRID3
* xyz 0 1
H 0.36 -1.00 0.68
H -1.38 -1.32 -0.41
F -3.06 -0.48 0.00
H -1.75 1.69 0.05
O 0.23 0.96 -0.02
C -1.18 0.79 -0.01
C -1.74 -0.36 -0.09
S 2.51 -0.27 -0.08
C 0.97 -0.16 0.29
*
```

The SMILES is F/C=C/OC=S. The HOMO energy is -0.34055 hartree. The HOMO-LUMO gap is 9.173 eV.


Most stable to least stable, the ends of the list are entry iii and entry iv.